# C7H14

A single C7H14 molecule (ωB97M-V/def2-TZVPD, the OMol25 dataset).

* energy above the lowest of the compared OMol25 structures with the same formula, charge and spin: 0.862 eV
* net charge: 0
* LUMO level: 1.239 eV
* spin multiplicity: 1
* SMILES: CC(C)CC1CC1

Structure (XYZ):
```
21
Properties=species:S:1:pos:R:3:forces:R:3
C -1.251356 1.235748 -0.371306 0.0 0.1 0.0
C -1.236281 -0.108021 0.361989 0.0 0.0 0.1
C -2.368320 -1.001305 -0.157746 0.0 -0.1 -0.1
C 0.120785 -0.815726 0.239882 0.0 0.0 0.0
C 1.292247 0.057673 0.632217 -0.1 0.0 0.1
C 2.697277 -0.303035 0.244495 0.1 -0.1 0.0
C 2.011026 0.859032 -0.416318 0.0 0.2 -0.1
H -0.917281 1.097928 -1.409657 -0.1 0.0 0.2
H -2.266396 1.648450 -0.395349 0.1 0.0 0.0
H -0.591870 1.976216 0.093061 -0.1 -0.1 -0.1
H -1.421721 0.071267 1.429820 0.1 0.1 -0.1
H -3.301029 -0.837461 0.393819 0.1 0.0 -0.1
H -2.564942 -0.775512 -1.209735 0.0 -0.1 0.0
H -2.110513 -2.063737 -0.093304 -0.1 0.1 0.1
H 0.096818 -1.719224 0.865720 0.0 0.1 -0.1
H 0.259998 -1.161215 -0.797569 0.0 0.1 0.1
H 1.185885 0.539995 1.604280 0.0 -0.1 -0.1
H 3.494219 -0.091274 0.951982 -0.1 0.0 -0.1
H 2.850623 -1.205861 -0.341616 -0.1 0.1 0.1
H 1.685035 0.727817 -1.445527 0.1 0.0 0.2
H 2.335799 1.868253 -0.179138 0.0 -0.2 0.0
```
Forces are in eV/Å.

# C6H10O2

A single C6H10O2 molecule in a non-equilibrium geometry (ωB97M-V/def2-TZVPD, the OMol25 dataset).

* energy above the lowest of the compared OMol25 structures with the same formula, charge and spin: 2.437 eV
* net charge: 0
* LUMO level: 0.697 eV
* spin multiplicity: 1
* SMILES: C=C[C@](C)(O)C(C)=O

Structure (XYZ):
```
18
Properties=species:S:1:pos:R:3:forces:R:3
C 1.211195 -1.520555 -0.475996 -1.4 -1.6 0.8
C -0.110398 -1.270686 -0.241056 1.3 -1.1 -1.5
C -0.616936 -0.184388 0.574971 2.4 1.7 -0.7
C -0.255259 -0.127333 2.035462 -0.1 0.1 -0.1
O -1.958099 0.169308 0.393892 0.1 0.0 -0.1
C 0.595469 0.811930 -0.315300 -3.1 1.7 3.2
C 0.026565 1.478379 -1.534168 0.6 -0.3 -0.5
O 1.537187 1.187212 0.326938 0.3 -0.4 -0.8
H 1.485900 -2.244604 -1.227188 -0.1 0.0 -0.2
H 1.980390 -1.291092 0.243967 0.1 0.5 -0.1
H -0.820025 -1.615808 -0.989899 0.0 -0.3 -0.1
H 0.769878 -0.445861 2.202300 0.0 0.0 -0.1
H -0.337377 0.902016 2.385777 -0.1 -0.1 0.1
H -0.926312 -0.778072 2.595507 0.0 0.1 0.1
H -2.237814 -0.038327 -0.504506 0.0 0.0 0.0
H -0.340763 0.746496 -2.248981 -0.1 0.0 -0.1
H 0.794961 2.097784 -1.994748 0.0 -0.1 -0.1
H -0.798565 2.123602 -1.226973 0.0 -0.2 0.2
```
Forces are in eV/Å.

# C6H7NO

A single C6H7NO molecule in a non-equilibrium geometry (ωB97M-V/def2-TZVPD, the OMol25 dataset).

* energy above the lowest of the compared OMol25 structures with the same formula, charge and spin: 5.975 eV
* net charge: 0
* LUMO level: 0.835 eV
* spin multiplicity: 1
* SMILES: C1=C[C@H]2N[C@H]2[C@@H]2O[C@@H]12

Structure (XYZ):
```
15
Properties=species:S:1:pos:R:3:forces:R:3
C -1.354637 -1.008595 -0.150323 -1.8 -1.5 -2.9
C -0.631064 -0.523375 -1.205200 0.3 0.2 1.4
C 0.770115 0.202954 -0.918821 -2.8 -1.7 -0.6
N 0.711239 1.592881 -0.689352 2.2 3.3 -0.5
C 1.110668 0.721961 0.429574 -1.5 0.1 -0.8
C -0.072740 0.384948 1.261803 -3.9 2.5 -1.0
O -0.880675 -0.119953 2.395523 1.4 -0.6 -1.2
C -0.631465 -0.881692 1.071055 0.9 -1.6 3.7
H -2.303921 -1.663220 -0.223982 1.6 1.2 -0.2
H -0.852427 -0.664195 -2.284168 -0.1 0.1 1.0
H 1.413386 -0.331542 -1.545806 1.8 0.0 -0.8
H 1.520383 2.245744 -1.068641 -2.0 -2.2 0.9
H 2.079100 0.736866 0.726375 2.8 -0.1 0.9
H -0.892193 1.022056 0.783462 1.6 0.0 0.6
H 0.014232 -1.714838 1.418501 -0.5 0.2 -0.6
```
Forces are in eV/Å.

# H8O4

4 unconnected molecules or ions with the total composition H8O4 (ωB97M-V/def2-TZVPD, the OMol25 dataset).

* energy above the lowest of the compared OMol25 structures with the same formula, charge and spin: 0.895 eV
* net charge: 0
* LUMO level: 0.114 eV
* spin multiplicity: 1
* SMILES: O.O.O.O

Structure (XYZ):
```
12
Properties=species:S:1:pos:R:3:forces:R:3
O -15.208609 -24.526784 8.239809 -0.2 -0.2 0.0
H -15.640784 -24.068739 7.508906 0.1 0.0 0.1
H -15.338290 -25.465186 8.055717 0.1 0.1 0.0
O -12.842596 -22.907651 8.658482 -0.2 -0.2 0.1
H -13.303189 -22.194048 8.207308 0.0 0.0 0.0
H -13.505389 -23.615899 8.746473 0.3 0.4 -0.2
O -14.228888 -25.801634 11.203829 -0.3 -0.1 -0.2
H -14.895952 -26.488187 11.320317 0.1 0.1 0.0
H -14.707866 -25.052689 10.825410 0.2 0.0 0.0
O -12.092416 -26.469949 13.009991 -0.1 0.0 -0.4
H -12.566604 -27.195708 13.426278 0.0 0.1 0.0
H -12.599316 -26.269125 12.200230 0.2 0.0 0.5
```
Forces are in eV/Å.

# C18H17NO2

A single C18H17NO2 molecule in a non-equilibrium geometry (ωB97M-V/def2-TZVPD, the OMol25 dataset).

* energy above the lowest of the compared OMol25 structures with the same formula, charge and spin: 3.752 eV
* net charge: 0
* LUMO level: 0.517 eV
* spin multiplicity: 1
* SMILES: c1ccc2c(c1)C[C@H](c1ccc(C3=NCCO3)cc1)CO2

Structure (XYZ):
```
38
Properties=species:S:1:pos:R:3:forces:R:3
C -1.145465 4.706753 -0.173935 1.0 0.1 2.7
C -1.713813 4.350767 -1.391487 -0.1 -0.5 0.8
C -2.405900 3.153632 -1.430066 -1.3 -1.2 -1.1
C -2.355429 2.222381 -0.354911 -1.3 0.9 -1.6
C -1.758140 2.554952 0.834461 1.4 0.3 2.1
C -1.138477 3.782550 0.961086 -0.1 3.6 -2.7
C -1.620323 1.597273 1.999215 1.3 -0.7 -1.6
C -1.992774 0.185552 1.398879 -0.6 1.1 1.4
C -0.785252 -0.409773 0.744193 0.7 -1.8 1.4
C 0.279205 -0.781045 1.626317 -1.8 0.2 -1.1
C 1.280870 -1.536415 1.090103 1.7 1.1 2.7
C 1.437250 -1.856045 -0.192575 -1.0 -1.6 -3.6
C 2.568069 -2.688162 -0.681680 1.1 0.5 -5.8
N 2.877775 -2.955682 -1.945679 -3.5 1.0 1.5
C 4.115682 -3.654578 -1.987934 0.3 -0.9 0.0
C 4.461213 -3.954610 -0.501950 1.6 1.4 -1.2
O 3.572281 -2.985471 0.062974 2.0 -0.9 5.9
C 0.367039 -1.588401 -1.074643 -0.7 1.2 2.3
C -0.760542 -0.889147 -0.581400 0.3 0.4 0.0
C -3.219678 0.195891 0.478978 2.5 0.7 1.4
O -3.072894 1.074313 -0.557867 0.4 1.0 -2.0
H -0.705263 5.719581 0.119207 -0.5 -1.4 -1.2
H -1.658381 4.915851 -2.305923 -0.1 0.6 0.1
H -3.127005 2.952102 -2.330598 1.8 0.0 1.7
H -0.691179 4.305253 1.843374 -0.5 -1.5 -0.4
H -2.148605 1.890797 2.893853 -0.7 0.0 0.0
H -0.524923 1.563631 2.338079 -1.5 0.0 -0.6
H -2.314557 -0.260863 2.345973 0.3 -1.2 -0.5
H 0.240252 -0.624380 2.716985 0.0 0.2 -0.8
H 2.119643 -1.722171 1.713662 0.6 -0.6 0.8
H 4.832209 -3.055042 -2.550448 0.3 0.0 0.2
H 3.945812 -4.578519 -2.522944 0.3 -0.3 -0.4
H 4.249561 -4.984534 -0.200280 -0.4 0.3 0.2
H 5.568679 -3.729136 -0.232114 -2.1 -0.1 -0.2
H 0.369290 -1.924583 -2.055147 0.2 -0.6 -1.7
H -1.655663 -0.664525 -1.206239 1.1 -0.4 0.3
H -4.072925 0.432626 0.983970 -2.4 1.0 2.0
H -3.417643 -0.760824 0.126513 0.0 -1.9 -1.1
```
Forces are in eV/Å.

# C27H45BiF3N7O5SSeSi

A molecular structure, C27H45BiF3N7O5SSeSi (ωB97M-V/def2-TZVPD, the OMol25 dataset).

* net charge: 0
* LUMO level: 0.186 eV
* spin multiplicity: 1

Structure (XYZ):
```
91
Properties=species:S:1:pos:R:3:forces:R:3
Bi -0.311971 -0.460246 -0.189765 0.4 0.5 0.2
N 0.973146 -2.520012 -0.392932 0.0 0.0 -0.1
C 1.765091 -2.740523 0.833671 0.0 0.0 0.1
C 0.864552 -2.935546 2.043965 0.0 0.0 0.0
C 0.279304 -1.659359 2.628349 -0.1 -0.1 0.0
O -0.168742 -1.633773 3.749795 0.0 0.0 0.1
O 0.300791 -0.583358 1.856583 0.1 0.2 -0.2
H 0.360760 -3.314920 -0.564804 0.0 0.1 0.0
H 1.621213 -2.423431 -1.183909 0.0 0.0 0.0
H 2.398879 -1.862882 0.965825 0.0 0.0 0.0
H 2.424684 -3.600783 0.701512 0.0 0.0 0.0
H 1.401612 -3.438540 2.847253 0.0 0.0 0.0
H 0.013832 -3.576340 1.787057 0.0 0.0 0.0
C -4.024459 4.372485 1.079068 0.0 0.0 0.0
N -2.947645 3.743103 0.343316 0.0 0.0 0.0
C -2.754455 4.235369 -1.001899 0.1 0.0 -0.1
C -2.351270 2.591575 0.805330 -0.1 0.1 0.1
N -2.071278 1.567148 0.071518 0.2 -0.2 0.0
C -2.677324 1.361068 -1.186400 -0.1 0.0 0.0
C -4.026523 1.118065 -1.240995 0.0 0.1 0.0
C -4.635867 0.620141 -2.405052 0.0 0.0 0.0
C -3.871683 0.309266 -3.488677 0.0 0.0 0.0
C -2.478140 0.566725 -3.489335 0.0 0.0 0.0
C -1.694264 0.206235 -4.609765 0.0 0.0 0.0
C -0.351896 0.452531 -4.616882 0.0 -0.1 0.0
C 0.248300 1.147871 -3.557345 -0.1 -0.4 0.1
C -0.481519 1.581725 -2.469308 0.0 -0.2 -0.1
N 0.088751 2.314333 -1.436762 -0.1 0.0 0.3
C 1.065537 3.140834 -1.641223 0.0 0.2 0.0
N 1.380810 3.755511 -2.841049 0.0 -0.1 -0.1
C 0.381481 3.932019 -3.870038 0.0 0.3 -0.1
C 2.742019 3.665145 -3.344611 0.1 0.1 0.0
N 1.814017 3.564275 -0.583578 0.2 -0.2 -0.1
C 2.509315 4.832176 -0.561873 0.0 0.1 0.0
C 1.824808 2.829644 0.662610 0.0 0.0 0.0
C -1.867010 1.181868 -2.361057 0.0 0.0 0.0
N -2.060987 2.605484 2.142404 0.0 0.0 -0.1
C -1.861427 1.387809 2.900651 0.2 -0.1 0.1
C -1.602389 3.813381 2.800818 -0.1 0.0 0.0
H -4.932089 4.377448 0.467303 0.0 0.0 0.0
H -3.782587 5.408067 1.336323 0.0 0.0 0.0
H -4.228845 3.822339 1.993551 0.0 0.0 0.0
H -2.636500 5.322094 -0.960963 0.0 0.0 0.0
H -3.596779 3.997905 -1.659435 0.0 0.0 0.0
H -1.846931 3.807237 -1.420343 0.0 0.0 0.0
H -4.610947 1.264506 -0.340009 0.1 0.0 -0.1
H -5.701449 0.431037 -2.411803 0.0 0.0 0.0
H -4.311779 -0.141213 -4.368476 0.0 0.0 0.0
H -2.176062 -0.289616 -5.442300 0.0 0.0 0.0
H 0.263054 0.135869 -5.448831 0.0 0.0 0.0
H 1.309227 1.346504 -3.588199 0.0 -0.1 0.0
H -0.612871 3.964374 -3.428469 0.0 0.0 0.0
H 0.399721 3.133293 -4.619342 0.0 0.2 0.0
H 0.567744 4.884420 -4.373146 0.0 0.0 0.0
H 3.430032 3.411932 -2.542203 0.0 0.0 0.0
H 3.045536 4.616121 -3.791131 0.0 0.0 0.0
H 2.817689 2.882706 -4.107536 0.0 0.0 0.0
H 2.229973 5.428693 -1.426048 0.0 0.0 0.0
H 3.595180 4.696608 -0.557682 0.0 0.0 0.0
H 2.234473 5.378724 0.344363 0.0 0.0 0.0
H 1.754226 1.768952 0.464411 0.0 -0.2 0.0
H 1.006223 3.133293 1.321316 -0.1 0.0 0.0
H 2.772340 3.015328 1.170718 0.0 0.0 0.0
H -2.101633 0.519313 2.296758 0.0 0.0 0.0
H -2.502865 1.391775 3.786054 0.0 0.0 0.0
H -0.824271 1.283114 3.225729 0.0 0.0 0.0
H -1.510406 4.625205 2.085033 0.0 0.0 0.0
H -0.622178 3.632265 3.250026 0.0 0.0 0.0
H -2.283401 4.121806 3.599315 0.0 0.0 0.0
F 4.861474 1.096986 -0.968316 0.0 0.1 0.0
C 4.727776 -0.219956 -1.170341 0.0 0.0 -0.1
F 5.836871 -0.666400 -1.758837 0.0 0.0 0.0
F 4.624272 -0.806229 0.030177 0.0 0.0 0.1
S 3.232022 -0.559881 -2.186704 0.0 0.0 0.2
O 3.459731 0.168243 -3.402708 0.0 0.1 -0.1
O 3.187230 -2.005128 -2.281201 0.0 0.0 0.0
O 2.172619 -0.021994 -1.330851 0.0 0.1 0.1
C -3.398410 -2.815511 3.007192 -0.1 0.1 -0.1
Si -4.035513 -2.082764 1.411205 0.2 0.0 -0.1
C -4.790823 -0.395575 1.715183 0.0 0.0 0.0
C -5.275240 -3.159860 0.511093 0.1 0.1 0.1
Se -2.255179 -2.182967 -0.074500 -0.6 -0.5 -0.1
H -4.152717 -2.775226 3.795098 -0.1 0.0 0.0
H -2.520426 -2.264375 3.349622 0.0 0.0 0.0
H -3.107070 -3.855713 2.863498 0.0 0.0 0.0
H -5.370617 -0.447171 2.639138 0.0 0.0 0.1
H -5.472176 -0.122219 0.908746 0.0 -0.1 0.0
H -4.048987 0.395454 1.829022 -0.1 -0.1 0.0
H -6.208605 -3.257624 1.068545 0.0 0.0 0.0
H -4.872749 -4.155987 0.331516 0.0 -0.1 0.0
H -5.493814 -2.708430 -0.457688 0.0 0.0 0.0
```
Forces are in eV/Å.

Calculated total energy, respectively: -275.0846; -385.0128; -362.5939; -305.7463; -901.2494; -5418.7919 hartree.